(1)
Density functional theory data (ωB97M-V/def2-TZVPD) for a 2-piece molecular cluster, C38H66BN4O7P3S3 overall.

CARTESIAN COORDINATES (ANGSTROEM)
N -2.44 -3.12 -1.94
C -2.98 -1.93 -2.08
O -3.82 -0.77 -2.47
B -3.00 0.27 -3.11
C -2.75 0.10 -4.73
C -4.11 0.15 -5.65
C -5.29 1.14 -5.10
S -6.63 0.19 -4.13
C -7.06 1.33 -2.68
S -6.38 0.91 -1.14
N -7.95 2.58 -2.83
C -7.47 3.63 -1.85
C -5.93 4.25 -2.08
C -5.31 5.37 -1.01
C -6.16 5.97 0.28
C -7.68 5.37 0.49
C -8.30 4.24 -0.57
C -9.38 2.17 -2.60
C -9.94 1.32 -1.29
C -11.50 0.85 -1.08
C -12.62 1.25 -2.23
C -12.12 2.07 -3.57
C -10.53 2.54 -3.75
O -3.15 1.70 -2.66
C -1.98 2.31 -1.95
N -2.60 2.85 -0.67
C -1.31 3.37 -3.02
C -0.42 4.56 -2.34
O -1.21 5.61 -1.65
C 0.33 5.35 -3.61
N 1.23 6.48 -3.07
C -1.11 0.94 -1.55
P 0.82 1.17 -1.55
S 1.79 -0.54 -1.64
P -1.42 0.38 0.26
O -2.97 0.06 0.56
O -0.57 -1.14 0.62
O -0.78 1.54 1.44
O -1.62 -0.02 -2.58
H -1.92 0.84 -5.13
H -2.29 -0.99 -4.88
H -3.77 0.58 -6.71
H -4.58 -0.90 -5.88
H -4.91 2.10 -4.54
H -5.86 1.54 -6.07
H -5.26 3.91 -2.98
H -4.22 5.77 -1.18
H -5.75 6.74 1.06
H -8.35 5.72 1.41
H -9.40 3.89 -0.35
H -9.18 1.01 -0.44
H -11.78 0.25 -0.09
H -13.74 0.92 -2.02
H -12.92 2.33 -4.40
H -10.28 3.12 -4.75
H -3.57 3.18 -0.86
H -2.01 3.58 -0.22
H -0.58 2.72 -3.70
H -2.12 3.82 -3.75
H 0.47 4.14 -1.68
H -1.36 6.39 -2.27
H -0.53 5.88 -4.23
H 0.93 4.59 -4.30
H 1.68 6.11 -2.18
H 0.63 7.28 -2.72
H 1.28 1.95 -2.70
H 1.12 1.94 -0.36
H -0.72 -1.23 1.62
H -1.62 2.00 1.78
C 2.87 0.03 2.19
C 3.89 -0.63 1.27
C 3.61 -2.11 1.04
C 3.98 -3.04 2.21
P 5.69 -3.44 2.46
C 6.33 -3.96 0.85
C 5.62 -5.04 0.04
C 5.75 -6.49 0.52
C 7.16 -6.94 0.83
C 5.84 -4.88 3.49
C 5.42 -4.91 4.95
C 6.26 -4.11 5.93
C 7.76 -4.30 5.80
C 6.78 -2.10 2.86
C 6.78 -1.24 4.13
C 5.44 -0.79 4.70
C 5.19 0.70 4.52
H 2.81 -0.47 3.16
H 3.13 1.08 2.36
H 1.87 0.01 1.73
H 4.89 -0.47 1.67
H 3.86 -0.11 0.31
H 4.15 -2.42 0.14
H 2.54 -2.23 0.82
H 3.49 -3.99 2.00
H 3.52 -2.69 3.13
H 7.39 -4.20 0.96
H 6.32 -3.05 0.23
H 6.03 -5.00 -0.99
H 4.56 -4.80 -0.06
H 5.34 -7.14 -0.29
H 5.10 -6.66 1.37
H 7.75 -7.03 -0.09
H 7.14 -7.93 1.30
H 7.68 -6.27 1.52
H 6.85 -5.28 3.39
H 5.19 -5.62 3.03
H 5.45 -5.96 5.28
H 4.37 -4.59 5.03
H 5.96 -4.37 6.95
H 6.00 -3.07 5.81
H 8.07 -5.29 6.14
H 8.28 -3.55 6.42
H 8.12 -4.16 4.78
H 6.75 -1.41 2.01
H 7.79 -2.53 2.81
H 7.41 -0.36 3.93
H 7.34 -1.77 4.91
H 5.42 -0.98 5.77
H 4.62 -1.36 4.28
H 5.88 1.28 5.14
H 4.17 0.95 4.83
H 5.33 1.01 3.48

Values from the calculation:
LUMO (eV): -0.621
Multiplicity: 1
Largest force on an atom (eV/A): 11.5
HOMO level (eV): -6.90


(2)
Density functional theory data (ωB97M-V/def2-TZVPD) for a 8-piece molecular cluster, C38H67F15O19 overall.

CARTESIAN COORDINATES (ANGSTROEM)
C 4.26 -1.16 -1.40
C 3.54 -0.27 -0.41
O 4.35 0.89 -0.09
C 5.21 0.82 0.87
O 5.51 -0.14 1.51
C 5.85 2.22 1.08
F 5.60 3.01 0.02
F 5.34 2.80 2.16
F 7.18 2.11 1.22
H 4.27 -0.72 -2.40
H 3.75 -2.13 -1.46
H 5.28 -1.34 -1.07
H 3.38 -0.81 0.53
H 2.58 0.11 -0.73
C -1.10 -2.13 -5.71
C -2.53 -1.64 -5.75
O -2.74 -0.75 -4.64
C -3.98 -0.46 -4.37
O -4.94 -0.90 -4.92
C -4.11 0.53 -3.19
F -2.93 0.90 -2.70
F -4.76 1.63 -3.60
F -4.82 -0.03 -2.21
H -0.40 -1.39 -5.34
H -0.79 -2.40 -6.72
H -1.00 -3.04 -5.11
H -3.24 -2.46 -5.67
H -2.70 -1.09 -6.68
C -2.61 3.98 -4.26
C -2.11 4.62 -2.98
O -2.88 4.13 -1.85
C -3.81 4.93 -1.42
O -4.06 6.01 -1.87
C -4.59 4.39 -0.20
F -4.82 5.37 0.65
F -5.80 3.95 -0.63
F -3.99 3.37 0.40
H -3.60 4.35 -4.51
H -2.64 2.90 -4.17
H -1.90 4.23 -5.05
H -2.17 5.70 -3.03
H -1.09 4.33 -2.78
C -3.90 -4.14 3.63
C -3.03 -3.76 2.44
O -3.10 -2.36 2.07
C -4.24 -1.93 1.58
O -5.27 -2.51 1.52
C -4.11 -0.46 1.10
F -3.51 -0.42 -0.10
F -5.33 0.07 0.99
F -3.38 0.29 1.94
H -4.96 -4.00 3.42
H -3.71 -3.43 4.44
H -3.73 -5.17 3.93
H -3.28 -4.36 1.57
H -2.02 -3.88 2.82
C -1.83 -6.99 -4.65
C -2.34 -7.19 -3.25
O -2.06 -6.04 -2.42
C -2.78 -4.96 -2.66
O -3.70 -4.86 -3.41
C -2.28 -3.75 -1.84
F -2.01 -2.74 -2.69
F -3.24 -3.35 -0.99
F -1.17 -4.01 -1.16
H -0.81 -6.59 -4.64
H -2.45 -6.30 -5.22
H -1.77 -7.94 -5.18
H -1.83 -8.01 -2.76
H -3.42 -7.34 -3.25
C 3.28 5.77 -2.24
O 2.26 4.88 -1.88
C 2.62 4.07 -0.77
C 1.40 3.54 -0.09
O 0.62 4.51 0.57
C -0.52 3.94 1.17
C -1.15 4.89 2.13
O -2.06 5.87 1.65
C -1.55 6.81 0.74
H 3.01 6.22 -3.19
H 4.25 5.26 -2.35
H 3.41 6.57 -1.50
H 3.26 4.65 -0.09
H 3.19 3.20 -1.11
H 1.72 2.79 0.66
H 0.77 2.97 -0.79
H -0.17 3.07 1.75
H -1.21 3.54 0.41
H -0.35 5.38 2.70
H -1.74 4.32 2.85
H -0.76 7.42 1.21
H -2.33 7.50 0.44
H -1.10 6.36 -0.15
C 0.11 -1.98 5.43
O -0.10 -2.78 4.27
C 0.70 -3.94 4.12
C 2.12 -3.67 3.65
O 2.85 -2.95 4.61
C 4.18 -2.70 4.19
C 4.78 -1.61 5.03
O 5.38 -2.16 6.17
C 5.95 -1.18 7.02
H -0.33 -2.42 6.32
H -0.36 -1.02 5.22
H 1.17 -1.73 5.54
H 0.19 -4.53 3.36
H 0.76 -4.47 5.08
H 2.10 -3.16 2.68
H 2.62 -4.65 3.52
H 4.17 -2.38 3.14
H 4.80 -3.60 4.30
H 4.02 -0.87 5.34
H 5.49 -1.00 4.43
H 6.48 -0.40 6.46
H 6.64 -1.70 7.68
H 5.19 -0.71 7.66
C 1.87 0.89 -3.81
O 0.97 0.83 -2.73
C 0.38 -0.43 -2.58
C -0.47 -0.41 -1.35
O 0.33 -0.21 -0.23
C -0.36 0.05 0.95
C 0.62 -0.15 2.08
O 1.53 0.92 2.07
C 2.45 0.83 3.13
H 1.31 0.78 -4.76
H 2.67 0.15 -3.71
H 2.30 1.88 -3.81
H 1.16 -1.21 -2.50
H -0.25 -0.68 -3.45
H -1.01 -1.36 -1.25
H -1.24 0.38 -1.47
H -1.18 -0.67 1.08
H -0.74 1.07 0.98
H 1.05 -1.14 1.84
H 0.09 -0.16 3.04
H 3.05 -0.09 3.07
H 1.91 0.79 4.10
H 3.07 1.71 3.19

Values from the calculation:
LUMO (eV): 0.200
Multiplicity: 1
Energy relative to the best compared isomer or geometry (same formula, charge and spin) (kJ/mol): 0.0
Largest force on an atom (eV/A): 1.5
SMILES string: CCOC(=O)C(F)(F)F.CCOC(=O)C(F)(F)F.CCOC(=O)C(F)(F)F.CCOC(=O)C(F)(F)F.CCOC(=O)C(F)(F)F.COCCOCCOC.COCCOCCOC.COCCOCCOC
HOMO level (eV): -9.24